A structure of composition C40H51Cl4N5O4P2Pd, computed with the ωB97M-V functional and the def2-TZVPD basis.

XYZ file:
```
107
Properties=species:S:1:pos:R:3:forces:R:3:lowdin_charge:R:1
Pd 0.2344 0.0185 -1.2106 0.01 -0.27 -1.14 0.821
C 2.5081 -2.2333 -3.3029 -0.02 0.01 0.02 -0.221
P 2.1643 -0.4899 -2.8195 0.02 0.03 -0.12 1.028
C 3.5779 -0.0985 -1.7038 -0.04 0.07 0.08 -0.370
N 4.6905 0.4028 -2.1628 0.02 -0.05 0.00 0.144
C 5.6433 0.7587 -1.2599 0.01 0.01 -0.02 -0.198
C 6.8600 1.3131 -1.7176 0.01 0.00 0.00 -0.009
C 7.8126 1.6878 -0.8157 0.00 0.00 0.00 -0.066
C 7.5933 1.5307 0.5736 0.00 0.00 0.00 -0.066
C 6.4262 0.9986 1.0386 0.00 0.00 0.00 -0.008
C 5.4275 0.5976 0.1228 -0.01 0.00 0.02 -0.198
N 4.2672 0.0627 0.5900 0.04 -0.09 -0.06 0.148
C 3.3699 -0.2831 -0.2909 -0.04 0.14 -0.01 -0.370
P 1.7520 -0.9628 0.2446 0.17 -0.24 0.37 0.950
C 1.9938 -2.7594 -0.0116 -0.02 0.01 0.19 -0.219
C 1.5357 -0.7788 2.0549 -0.03 0.10 0.13 -0.700
C 2.5998 -1.4896 2.8900 0.02 0.05 0.03 -0.082
C 1.5012 0.7274 2.3326 -0.02 -0.03 -0.24 -0.102
C 0.1410 -1.3708 2.3506 0.01 0.02 -0.02 -0.081
C 2.4378 0.4436 -4.4113 0.07 0.03 0.00 -0.692
C 1.2048 0.1677 -5.2828 0.00 0.02 0.00 -0.089
C 2.5665 1.9380 -4.0980 -0.02 0.00 0.02 -0.073
C 3.6862 -0.0085 -5.1837 0.00 0.00 0.00 -0.100
H 3.1485 -2.2549 -4.1807 0.01 -0.01 0.00 0.035
H 1.5789 -2.7561 -3.5292 -0.01 0.01 0.01 0.041
H 3.0215 -2.7600 -2.5031 -0.01 0.00 0.01 0.032
H 7.0009 1.4293 -2.7838 0.00 0.00 -0.01 0.116
H 8.7456 2.1134 -1.1600 0.00 0.00 0.00 0.107
H 8.3622 1.8395 1.2692 0.00 0.00 0.00 0.107
H 6.2321 0.8701 2.0950 0.00 0.00 0.01 0.116
H 3.0410 -3.0303 0.1288 -0.01 -0.01 0.01 0.063
H 1.6489 -3.0755 -0.9883 0.01 0.03 -0.02 -0.004
H 1.3859 -3.2808 0.7261 -0.03 -0.03 0.00 0.042
H 3.5653 -0.9961 2.8017 0.01 -0.02 -0.01 0.064
H 2.7139 -2.5400 2.6152 -0.02 0.00 0.00 0.071
H 2.2882 -1.4610 3.9374 0.01 0.01 0.01 0.091
H 2.3988 1.2344 1.9748 0.02 -0.03 0.04 0.073
H 1.4269 0.8952 3.4096 -0.05 -0.02 -0.02 0.085
H 0.6207 1.1585 1.8462 0.05 0.07 0.14 0.059
H -0.2299 -0.9347 3.2801 0.02 -0.02 0.03 0.086
H 0.1743 -2.4539 2.4792 0.01 -0.02 -0.06 0.078
H -0.5893 -1.1314 1.5713 -0.01 0.06 0.04 0.066
H 0.3000 0.5945 -4.8581 -0.02 0.00 0.01 0.057
H 1.0552 -0.9047 -5.4371 0.00 -0.01 0.00 0.079
H 1.3753 0.6130 -6.2661 -0.01 0.01 0.00 0.094
H 1.8313 2.2835 -3.3750 -0.01 0.00 -0.01 0.055
H 2.4261 2.5036 -5.0218 0.01 0.00 -0.01 0.096
H 3.5576 2.1650 -3.7058 -0.01 0.00 0.00 0.075
H 3.5304 -0.9563 -5.6996 0.00 -0.02 0.02 0.070
H 4.5700 -0.0755 -4.5530 -0.01 0.01 0.00 0.062
H 3.8794 0.7396 -5.9566 0.00 -0.01 -0.01 0.090
Cl -0.3270 4.9629 -1.9971 -0.01 -0.02 0.01 0.604
C -1.1973 3.5246 -2.5573 0.11 0.12 0.06 -1.001
Cl -1.6895 3.7012 -4.2460 0.02 0.00 0.00 0.616
C -0.3980 2.2397 -2.3343 -0.24 -0.33 -0.21 -0.796
O 0.4474 2.2112 -1.3965 0.00 -0.05 0.01 -0.113
O -0.7039 1.2401 -3.0246 0.01 0.43 0.44 -0.109
H -2.1019 3.4376 -1.9577 0.00 -0.02 -0.01 0.072
C -0.5115 3.4815 2.4025 -0.03 0.02 -0.11 -0.163
C -1.2104 4.6709 3.1125 -0.02 0.02 -0.04 -0.161
N -2.4221 4.2089 3.7919 0.04 -0.02 0.01 -0.162
C -3.3587 3.7038 2.7798 0.00 0.00 0.00 -0.148
C -2.6652 2.6531 1.8729 -0.02 -0.05 0.07 -0.163
N -1.3669 2.2884 2.4467 0.16 0.29 0.21 -0.157
C -1.5661 1.8965 3.8439 -0.17 -0.06 -0.07 -0.166
C -2.0454 3.1085 4.6816 -0.04 0.02 -0.01 -0.163
H 0.4485 3.2533 2.8722 -0.02 -0.06 0.04 0.104
H -0.3186 3.7115 1.3515 0.06 -0.02 0.01 0.109
H -1.4986 5.4422 2.3948 -0.01 0.00 0.00 0.113
H -0.5546 5.1369 3.8516 0.00 0.00 0.00 0.109
H -3.7248 4.5516 2.1975 -0.01 0.00 0.00 0.112
H -4.2154 3.2737 3.3048 0.00 0.00 0.00 0.112
H -2.4913 3.0347 0.8671 0.02 0.00 -0.02 0.109
H -3.2633 1.7531 1.7518 -0.05 -0.03 -0.02 0.072
H -0.6409 1.4697 4.2405 0.02 0.05 0.00 0.094
H -2.3238 1.1077 3.8513 0.06 -0.05 0.01 0.103
H -1.2583 3.4746 5.3455 0.00 -0.01 0.01 0.111
H -2.9039 2.8427 5.3029 -0.01 0.01 -0.01 0.111
Cl -4.9894 -0.4647 2.6881 0.03 0.01 0.00 0.738
C -5.7560 -1.9573 2.2470 0.04 0.00 0.01 -0.571
C -6.7428 -2.4693 3.0698 -0.01 0.00 0.00 -0.110
C -7.3523 -3.6683 2.7411 0.01 0.01 0.01 -0.084
C -6.9922 -4.3281 1.5784 0.00 0.00 0.00 -0.111
C -6.0250 -3.7868 0.7491 0.00 0.02 -0.01 -0.585
Cl -5.6877 -4.5902 -0.7493 0.00 0.01 0.00 0.740
C -5.3535 -2.5996 1.0696 -0.03 0.02 0.04 -0.301
N -4.3815 -2.0456 0.2404 0.07 -0.06 -0.05 0.084
C -3.2032 -2.7144 -0.1066 0.01 0.05 0.04 -0.218
C -2.8056 -3.8795 0.5428 -0.02 0.00 -0.04 -0.044
C -1.6756 -4.5691 0.1293 0.03 0.00 0.00 -0.085
C -0.9081 -4.0879 -0.9163 0.00 0.00 -0.01 -0.122
C -1.2714 -2.8917 -1.5288 -0.02 0.00 -0.05 -0.073
C -2.4119 -2.1969 -1.1508 0.02 0.07 0.12 -0.166
C -2.8268 -0.9262 -1.8300 -0.04 0.02 -0.09 -0.061
C -2.7736 0.2811 -0.8805 -0.03 -0.03 0.03 -0.642
O -3.8310 0.8339 -0.5842 -0.05 0.00 0.07 0.014
O -1.6313 0.6235 -0.4059 -0.02 -0.11 0.17 -0.149
H -7.0142 -1.9298 3.9659 0.00 0.00 0.00 0.104
H -8.1160 -4.0824 3.3846 0.00 0.00 0.00 0.106
H -7.4741 -5.2510 1.2882 0.00 0.00 0.00 0.103
H -4.3667 -1.0308 0.1878 -0.04 0.01 -0.06 0.089
H -3.4017 -4.2617 1.3616 0.01 -0.01 0.00 0.114
H -1.4045 -5.4924 0.6254 0.00 -0.01 0.00 0.104
H -0.0510 -4.6468 -1.2674 0.03 -0.01 0.00 0.096
H -0.7006 -2.5166 -2.3768 0.00 0.00 0.02 0.093
H -3.8587 -1.0089 -2.1750 0.02 -0.01 -0.04 0.131
H -2.1856 -0.7234 -2.6905 0.01 0.00 0.02 0.104
```
Forces are in eV/Å.

As for the gap between HOMO and LUMO (spin up / spin down): 6.05 / 5.50 eV. As for the expectation value of S²: 2.01. For the HOMO energy (spin up / spin down), the calculation gives -0.2633 / -0.2633 Eh. Its multiplicity is 3. The value obtained for the energy above the lowest of the compared OMol25 structures with the same formula, charge and spin is 18.1 kcal/mol.